1) The following is a DFT calculation (ωB97M-V with the def2-TZVPD basis set) of 2 unconnected molecules or ions with the total composition C4H13NOS.

Cartesian coordinates (Å):
C -0.7441 1.9985 -0.3505
N 0.4525 1.3217 0.1492
C 0.2391 0.1321 0.9380
C 0.7912 -1.1143 0.2790
C 0.0742 -1.5148 -0.9835
S -1.5034 -2.3979 -0.7200
H -1.1784 1.4464 -1.1863
H -0.5344 3.0450 -0.5790
H -1.4715 2.0868 0.4637
H 1.1075 1.2707 -0.6123
H -0.8172 0.0850 1.1492
H 0.7558 0.2080 1.8938
H 0.8091 -1.9110 1.0130
H 1.8203 -0.8372 0.0249
H 0.6685 -2.1594 -1.6414
H -0.1940 -0.6734 -1.6135
H -2.2223 -1.3377 -0.3339
O 2.0372 3.3434 1.4249
H 1.7623 4.2659 1.4102
H 1.3605 2.7587 1.0293

Summary:
M = 123.2 g mol⁻¹
orbital gap = 9.91 eV
SMILES = CNCCCS.O
E_HOMO = -9.14 eV
LUMO = 0.028 hartree



2) The following is a DFT calculation (ωB97M-V with the def2-TZVPD basis set) of 4 unconnected molecules or ions with the total composition C4H13NOS.

Cartesian coordinates (Å):
C -0.8131 -1.9165 1.5322
N 0.6017 -1.9488 1.3143
C -0.1326 2.0246 -1.6175
C -0.8169 2.6981 -0.7078
S 0.2763 -2.1272 -1.8434
C 0.7690 0.9176 -1.2361
H -1.4270 -1.6811 0.6552
H -1.1636 -2.9231 1.8043
H -1.0623 -1.1886 2.2995
H 0.7980 -2.3113 0.4075
H -0.2144 2.2845 -2.6502
H -1.5222 3.4603 -1.0105
H -0.7087 2.3961 0.3128
H -0.8357 -1.5898 -1.3896
H 1.5866 1.2508 -0.5841
H 0.2976 0.2314 -0.5103
H 1.1958 0.2737 -2.0183
H 1.1840 0.5991 2.4114
H 0.9976 -0.9156 1.3649
O 0.9899 0.4657 1.4658

Summary:
M = 123.2 g mol⁻¹
orbital gap = 4.22 eV
E_HOMO = -8.77 eV
LUMO = -0.167 hartree



What should be chosen as the most stable of them? Choose 1).



1) The following is a DFT calculation (ωB97M-V with the def2-TZVPD basis set) of 2 unconnected molecules or ions with the total composition C4H13NOS.

Cartesian coordinates (Å):
N 1.2010 1.4462 -1.1193
C 0.4331 0.3903 -0.4130
C 1.0789 -0.1074 0.8596
C 0.8750 -1.6316 1.0955
C -0.5734 -2.0807 1.0569
S -1.8995 -1.0472 1.6874
H 1.4120 2.1701 -0.4458
H 2.1059 1.0320 -1.3279
H 0.2610 -0.3920 -1.1546
H -0.5549 0.8028 -0.2000
H 0.8870 0.4629 1.7600
H 2.1569 -0.1227 0.6405
H 1.4412 -2.2127 0.3621
H 1.1634 -2.0420 2.0745
H -0.9558 -2.2795 0.0433
H -0.6895 -3.0266 1.6002
H -1.3103 -0.0155 2.3331
O -2.0952 2.9607 -3.1994
H -2.0240 3.1698 -2.2680
H -2.9128 2.5230 -3.3852

Summary:
M = 123.2 g mol⁻¹
orbital gap = 9.63 eV
SMILES = NCCCCS.O
E_HOMO = -8.93 eV
LUMO = 0.026 hartree



2) The following is a DFT calculation (ωB97M-V with the def2-TZVPD basis set) of 2 unconnected molecules or ions with the total composition C4H13NOS.

Cartesian coordinates (Å):
C 2.0408 2.2339 2.2203
S 0.2267 1.8800 2.1221
C 0.2591 0.3021 1.1488
C -1.1046 0.2068 0.4034
C -1.4322 -1.1666 -0.2224
N -0.2414 -1.6082 -1.0233
H 2.4878 2.1477 1.2336
H 2.1765 3.2537 2.5745
H 2.4932 1.5658 2.9448
H 1.1496 0.4012 0.5333
H 0.3297 -0.5909 1.7654
H -1.9458 0.4965 1.0235
H -0.8590 0.7923 -0.4834
H -2.1532 -1.0142 -1.0258
H -1.8827 -1.8358 0.5143
H -0.3559 -2.6105 -1.1849
H 0.5418 -1.6309 -0.3753
O -0.9084 -0.7308 -4.1326
H -0.6865 -1.2000 -3.3379
H -0.1357 -0.8922 -4.6984

Summary:
M = 123.2 g mol⁻¹
orbital gap = 9.50 eV
SMILES = CSCCCN.O
E_HOMO = -8.63 eV
LUMO = 0.032 hartree



3) The following is a DFT calculation (ωB97M-V with the def2-TZVPD basis set) of 2 unconnected molecules or ions with the total composition C4H13NOS.

Cartesian coordinates (Å):
C -1.0004 -0.5102 2.2037
N -0.4537 -0.4938 0.9126
C -0.9878 0.4077 0.0272
C -0.4596 1.8063 0.1509
C -1.0014 2.7309 -1.0387
S -0.3949 2.1577 -2.7363
H -0.3133 -0.0158 2.9087
H -1.2058 -1.4800 2.5369
H -1.8897 0.0948 2.1567
H 0.5093 -0.5533 0.8098
H -2.0747 0.5411 0.1424
H -0.8195 0.1579 -1.0358
H 0.5434 1.6390 0.0742
H -0.4339 2.2121 1.2029
H -0.8234 3.8199 -1.0530
H -2.0542 2.6390 -1.1895
H 0.0431 1.0254 -2.3493
O 4.4775 -5.6333 -0.9895
H 4.3535 -4.6700 -0.9798
H 3.9853 -5.8753 -1.7540

Summary:
M = 123.2 g mol⁻¹
orbital gap = 9.26 eV
SMILES = CNCCCS.O
E_HOMO = -8.52 eV
LUMO = 0.027 hartree



What should be chosen as the most stable of them? Choose 2).



1) The following is a DFT calculation (ωB97M-V with the def2-TZVPD basis set) of 2 unconnected molecules or ions with the total composition CH3NO3.

Cartesian coordinates (Å):
C -0.2437 1.0427 0.1931
O -1.2405 0.5793 -0.4484
O -0.0456 -0.3434 -1.5606
O 0.1562 -0.9661 1.0834
N 0.6122 0.2919 0.9155
H -0.1799 -1.2784 -1.8032
H 0.7772 -1.3377 1.7350
H 0.1640 2.0117 -0.1150

Summary:
M = 77.0 g mol⁻¹
orbital gap (spin up / spin down) = 8.58 / 9.10 eV
E_HOMO (spin up / spin down) = -10.42 / -10.17 eV
LUMO (spin up / spin down) = -0.067 / -0.039 hartree



2) The following is a DFT calculation (ωB97M-V with the def2-TZVPD basis set) of 2 unconnected molecules or ions with the total composition CH3NO3.

Cartesian coordinates (Å):
C 0.5271 -0.0578 -0.5376
N 1.0332 -2.1114 -1.2030
O 2.1517 -2.4654 -1.1398
O -1.2725 -0.3557 0.9516
O 0.1097 0.0003 0.7790
H 1.5061 0.5154 -0.6487
H -0.2910 -0.0563 -1.1863
H -1.3327 -0.0386 1.9130

Summary:
M = 77.0 g mol⁻¹
orbital gap (spin up / spin down) = 7.62 / 7.70 eV
E_HOMO (spin up / spin down) = -7.29 / -7.55 eV
LUMO (spin up / spin down) = 0.012 / 0.006 hartree



What should be chosen as the most stable of them? Choose 1).



1) The following is a DFT calculation (ωB97M-V with the def2-TZVPD basis set) of a single CH3NO3 molecule.

Cartesian coordinates (Å):
N 1.3566 -0.3177 -0.0725
C 0.0857 0.2813 -0.0631
O -0.1961 1.4873 -0.1401
O -0.8348 -0.7125 -0.1185
O -2.1190 -0.1894 -0.0426
H 2.0876 0.0618 0.4220
H 1.4621 -1.2778 -0.2488
H -1.8420 0.6669 0.2637

Summary:
M = 77.0 g mol⁻¹
orbital gap = 11.34 eV
SMILES = NC(=O)OO
E_HOMO = -10.61 eV
LUMO = 0.027 hartree



2) The following is a DFT calculation (ωB97M-V with the def2-TZVPD basis set) of a single CH3NO3 molecule.

Cartesian coordinates (Å):
C 1.4231 0.2111 0.0601
N 0.2836 -0.3568 0.0392
O -0.1857 -1.4400 0.0552
O -0.8813 0.7809 -0.1062
O -2.1172 0.2794 0.1943
H 1.6102 1.3776 0.0754
H 2.2087 -0.5094 0.2135
H -2.3413 -0.3428 -0.5316

Summary:
M = 77.0 g mol⁻¹
orbital gap = 10.70 eV
SMILES = C=[N+]([O-])OO
E_HOMO = -9.79 eV
LUMO = 0.033 hartree



3) The following is a DFT calculation (ωB97M-V with the def2-TZVPD basis set) of a single CH3NO3 molecule.

Cartesian coordinates (Å):
C -1.4578 -0.3725 -0.0189
N -0.2586 0.2333 -0.0506
O 0.0931 1.4156 -0.0804
O 0.9010 -0.7125 0.0124
O 2.2724 -0.1213 -0.1581
H -1.5327 -1.4798 -0.1760
H -2.3507 0.2380 0.2544
H 2.3334 0.7993 0.2172

Summary:
M = 77.0 g mol⁻¹
orbital gap = 9.90 eV
SMILES = C=[N+]([O-])OO
E_HOMO = -9.60 eV
LUMO = 0.011 hartree



4) The following is a DFT calculation (ωB97M-V with the def2-TZVPD basis set) of a single CH3NO3 molecule.

Cartesian coordinates (Å):
C 0.1888 0.2348 -1.2403
O 0.3780 -0.5000 -0.1065
O -0.4076 0.1620 1.0331
N -0.1061 -0.6350 1.9405
O -0.5852 -0.4176 3.0787
H 0.8173 -0.3732 -1.9611
H -0.8592 0.2657 -1.5759
H 0.5740 1.2635 -1.1685

Summary:
M = 77.0 g mol⁻¹
orbital gap = 10.48 eV
SMILES = COON=O
E_HOMO = -10.32 eV
LUMO = 0.006 hartree



What should be chosen as the most stable of them? Choose 1).



1) The following is a DFT calculation (ωB97M-V with the def2-TZVPD basis set) of a single C3H7NO3 molecule.

Cartesian coordinates (Å):
O -0.0752 -2.9345 0.5392
C -0.0996 -1.7455 0.7557
O -1.0473 -1.1551 1.5210
N 0.8122 -0.8545 0.2828
C 0.6014 0.5756 0.2123
C -0.3442 0.9864 -0.9290
O -0.4370 2.3936 -1.0338
H -1.6118 -1.8800 1.8233
H 1.4605 -1.2831 -0.3696
H 0.1625 0.9304 1.1434
H 1.5557 1.0695 0.0436
H -1.3592 0.6392 -0.7321
H -0.0081 0.5243 -1.8691
H 0.3900 2.7337 -1.3876

Summary:
M = 105.1 g mol⁻¹
orbital gap = 10.51 eV
SMILES = O=C(O)NCCO
E_HOMO = -9.85 eV
LUMO = 0.024 hartree



2) The following is a DFT calculation (ωB97M-V with the def2-TZVPD basis set) of 2 unconnected molecules or ions with the total composition C3H7NO3.

Cartesian coordinates (Å):
O -1.1141 -1.0412 -0.6275
C -0.1640 -0.6081 -1.1998
C 0.0270 0.9072 -0.8875
N -1.0581 1.8452 -1.3615
C -1.6896 2.7215 -0.4480
O -1.5282 2.9198 0.7502
H 0.6572 -1.0580 -1.8007
H 0.9549 0.9967 -1.4204
H 0.0253 1.1221 0.2043
H -1.7968 1.5614 -1.9723
H -2.2674 3.4688 -1.1046
O 2.3382 -4.1793 3.4002
H 2.9022 -4.8615 3.8642
H 2.7136 -3.7948 2.6032

Summary:
M = 105.1 g mol⁻¹
orbital gap = 10.20 eV
SMILES = O=CCNC=O.O
E_HOMO = -9.82 eV
LUMO = 0.014 hartree



3) The following is a DFT calculation (ωB97M-V with the def2-TZVPD basis set) of 2 unconnected molecules or ions with the total composition C3H7NO3.

Cartesian coordinates (Å):
C -0.7922 -0.2976 -0.3244
C 0.0794 -0.2985 0.9527
C -0.8816 1.2211 -0.6665
N 0.8111 0.9741 0.8102
O 0.0187 1.8471 0.2193
O 3.0763 -0.2853 -0.1155
O 2.1161 0.5343 -0.5597
H -0.2826 -1.0025 -0.9112
H -1.7488 -0.6975 0.0175
H -0.5388 -0.3412 2.0011
H 0.8057 -1.0825 1.0247
H -0.6228 1.4110 -1.6228
H -1.9466 1.7560 -0.4909
H 3.7937 0.3394 0.3397

Summary:
M = 105.1 g mol⁻¹
orbital gap (spin up / spin down) = 8.97 / 9.68 eV
E_HOMO (spin up / spin down) = -8.57 / -9.16 eV
LUMO (spin up / spin down) = 0.015 / 0.019 hartree



4) The following is a DFT calculation (ωB97M-V with the def2-TZVPD basis set) of a single C3H7NO3 molecule.

Cartesian coordinates (Å):
C -0.9789 1.7236 -0.1540
O -0.6840 0.6001 0.6519
C -0.0069 -0.4172 -0.1049
C -0.0813 -1.8141 0.4117
N 1.4395 0.0469 0.0026
O 1.9143 0.3706 -1.0786
O 1.9675 0.0901 1.0785
H -0.1757 2.1371 -0.8755
H -1.0469 2.6820 0.5116
H -1.8489 1.5862 -0.7795
H -0.2985 -0.2612 -1.1469
H -0.1827 -1.9662 1.4884
H 0.8456 -2.2999 -0.1463
H -0.8632 -2.4780 0.1409

Summary:
M = 105.1 g mol⁻¹
orbital gap = 11.01 eV
SMILES = CO[C@H](C)[N+](=O)[O-]
E_HOMO = -10.54 eV
LUMO = 0.017 hartree



What should be chosen as the most stable of them? Choose 1).



1) The following is a DFT calculation (ωB97M-V with the def2-TZVPD basis set) of 2 unconnected molecules or ions with the total composition C3H7NO3.

Cartesian coordinates (Å):
O -1.5589 1.6317 -0.7269
C -0.4165 1.5505 -1.1035
C 0.7362 1.3674 -0.1173
N 0.3753 0.4899 0.9585
C 0.9525 -0.7295 1.1162
O 1.7076 -1.2185 0.3164
H -0.1906 1.6696 -2.1787
H 1.6144 0.9912 -0.6170
H 0.8798 2.3778 0.2657
H -0.2680 0.8232 1.6546
H 0.6094 -1.1808 2.0615
O -1.7549 -2.8041 -0.4661
H -1.1871 -2.3982 0.1947
H -1.4990 -2.5701 -1.3580

Summary:
M = 105.1 g mol⁻¹
orbital gap = 10.61 eV
SMILES = O=CCNC=O.O
E_HOMO = -10.05 eV
LUMO = 0.020 hartree



2) The following is a DFT calculation (ωB97M-V with the def2-TZVPD basis set) of 2 unconnected molecules or ions with the total composition C3H7NO3.

Cartesian coordinates (Å):
C 1.0123 -1.0358 0.4900
C 0.3558 0.0945 0.4724
C 0.5765 1.2773 -0.3618
N -0.5199 0.2196 1.6336
O -1.4386 1.0030 1.4632
O -0.3390 -0.3705 2.6370
H 1.8433 -1.3186 -0.1065
H 0.9675 -1.6999 1.2986
H -0.1575 2.0565 -0.2623
H 0.5899 0.8844 -1.3814
H 1.4748 1.6878 -0.1674
O -1.5564 -1.2495 -1.8369
H -1.9137 -0.7200 -2.4980
H -0.8950 -0.8287 -1.3806

Summary:
M = 105.1 g mol⁻¹
orbital gap = 10.53 eV
SMILES = C=C(C)[N+](=O)[O-].O
E_HOMO = -10.79 eV
LUMO = -0.010 hartree



What should be chosen as the most stable of them? Choose 1).